The following is a DFT calculation (ωB97M-V/def2-TZVPD) of a structure of composition C26H44BrN3OP2Re.

Element x y z (Å)
N  -1.216844  2.652228  -7.576404
C  -0.581303  1.482663  -7.553873
C  -0.592989  0.649711  -6.432175
C  -1.315170  1.044549  -5.290930
C  -2.031056  2.241892  -5.343750
C  -1.913114  3.035576  -6.514738
C  -1.326948  0.148214  -4.058889
Re  -0.576450  0.466490  -2.235259
P  -2.593690  -0.738716  2.836764
C  -2.344151  0.319388  -2.965642
C  -2.257910  -0.773289  -1.935073
C  -3.264794  -1.129341  -0.970606
C  -3.036166  -2.106302  -0.006671
C  -1.823393  -2.891473  0.042469
C  -0.828070  -2.551331  -0.889043
C  -1.052976  -1.584602  -1.986334
Br  -1.537327  -4.220588  1.274833
H  -1.264774  -0.866990  -4.476641
H  -3.276311  0.849057  -3.155367
H  -0.018842  -0.271274  -6.412380
H  -2.655540  2.602613  -4.517740
H  -0.057312  1.193693  -8.462909
H  -2.444520  3.993344  -6.544347
H  -4.200629  -0.545223  -0.989597
H  -0.741887  -1.991832  -2.950526
H  -3.781213  -2.264855  0.769385
H  0.137234  -3.052358  -0.898655
P  -0.677325  2.528025  -1.289511
C  -3.588518  -2.308444  3.300498
C  -4.684709  -2.238061  4.339306
H  -2.794582  -2.970335  3.662937
H  -3.972113  -2.756372  2.380424
H  -5.134765  -3.235092  4.413003
H  -4.243377  -2.021511  5.317504
H  -5.496461  -1.538333  4.110611
C  -4.085238  0.377449  2.973260
C  -4.531478  0.901666  4.338280
H  -4.882371  -0.226507  2.517503
H  -3.901209  1.223491  2.294266
H  -5.349344  1.616870  4.191410
H  -4.931884  0.134488  5.011311
H  -3.727133  1.420927  4.868342
C  -1.908463  -0.596111  4.571843
C  -1.336605  -1.863172  5.224780
H  -2.715180  -0.252619  5.232310
H  -1.135162  0.188197  4.568528
H  -0.880570  -1.611629  6.193447
H  -2.116256  -2.595870  5.473255
H  -0.568280  -2.375637  4.628484
C  0.686520  2.638955  -0.054663
C  0.803484  4.002382  0.603393
H  1.617783  2.386953  -0.586006
H  0.500322  1.838666  0.676673
H  1.061050  4.771511  -0.130265
H  -0.115762  4.296650  1.116009
H  1.605415  3.963692  1.346013
C  -2.187254  2.992620  -0.358751
C  -3.347466  3.466387  -1.220968
H  -1.896228  3.778926  0.349611
H  -2.467790  2.101695  0.226032
H  -3.129850  4.420674  -1.709504
H  -3.622614  2.746449  -1.998176
H  -4.226772  3.623477  -0.588576
C  -0.338657  3.990827  -2.364544
C  0.892300  3.788584  -3.243490
H  -0.229641  4.862535  -1.700507
H  -1.226243  4.169276  -2.991016
H  1.039582  4.666265  -3.886828
H  1.806869  3.640950  -2.651853
H  0.771426  2.919668  -3.906368
N  2.425782  -1.606369  -1.958985
C  2.616651  -0.300774  -1.667788
N  3.807499  -0.002381  -1.079182
O  1.754187  0.600750  -1.888337
H  3.072088  -2.287483  -1.587669
H  1.593122  -1.908140  -2.441328
H  4.038918  0.975203  -0.973706
H  4.561346  -0.683968  -1.091266

Forces on the atoms, in the same order (eV/Å):
-0.308 -2.355 3.624
0.718 -0.085 -1.679
-0.365 0.807 0.591
-0.174 0.287 0.555
0.651 0.232 -0.978
-1.122 1.425 -0.041
-1.516 0.174 -2.068
9.034 0.707 0.643
-3.275 -0.968 4.693
-3.229 -2.180 -1.012
-1.883 -1.720 -2.168
0.541 0.857 1.187
-0.005 0.406 -0.549
0.861 2.069 -1.808
-0.682 0.247 -0.504
-2.031 -2.007 2.859
0.030 -0.310 0.218
0.375 0.060 0.594
0.282 0.205 0.399
-0.066 0.129 -0.457
0.300 0.010 -0.531
0.065 -0.044 0.031
0.189 -0.197 -0.204
0.448 -0.501 0.175
0.761 0.618 -0.069
-0.073 -0.231 -0.745
-0.353 -0.270 0.086
-0.476 3.502 1.705
1.142 -1.311 -1.721
-0.149 0.536 0.537
-0.317 -0.063 -0.313
-0.036 -0.080 0.390
0.189 0.050 -0.182
-0.370 0.102 -0.079
0.236 -0.314 0.096
0.126 0.834 -1.712
0.130 0.305 0.667
0.185 0.223 -0.099
-0.325 0.016 0.195
0.220 -0.067 -0.194
0.308 0.170 -0.325
-0.247 0.094 -0.176
2.113 0.187 0.136
0.170 -0.457 0.022
-0.144 0.150 -0.709
-0.259 -0.106 0.195
-0.041 0.189 -0.373
0.218 0.247 -0.145
-0.167 0.204 0.129
0.119 -0.706 -0.289
-0.055 0.265 0.203
-0.440 0.045 0.263
0.181 0.145 0.011
0.042 -0.078 0.255
0.238 0.061 0.012
-0.126 0.071 -0.097
0.012 -0.430 0.070
-0.278 0.157 -0.139
-0.026 -0.234 -0.148
0.020 0.240 -0.029
-0.028 -0.121 0.127
0.013 0.030 0.126
0.109 -0.008 -0.157
-0.333 -0.389 -0.640
0.312 0.107 -0.138
-0.139 -0.385 -0.094
0.209 -0.067 0.242
0.036 -0.225 0.221
-0.250 0.070 -0.210
0.058 0.087 0.081
-0.227 0.598 0.223
1.577 -0.787 0.572
-1.261 -0.040 -0.778
-1.667 -0.240 -0.528
-0.118 -0.150 -0.305
0.352 -0.009 0.110
0.136 -0.156 0.088
-0.144 0.375 0.060

Calculated values
<S²>: 3.94
F_max (eV/Å): 9.08
Spin multiplicity: 4
Energy above the lowest of the compared OMol25 structures with the same formula, charge and spin (kJ/mol): 54.3
Electronic energy (eV): -124897.3506
Total charge: +4

Results of the Löwdin charge analysis, in e, for atoms 1 through 8: 0.33, 0.01, 0.05, -0.17, 0.03, 0.01, -0.25, 1.40